(1)
{"formula": "C13H33BCeO3P2", "method": "ωB97M-V/def2-TZVPD", "symbols": ["Ce", "H", "H", "P", "P", "C", "H", "H", "H", "C", "H", "H", "H", "C", "H", "H", "H", "C", "H", "H", "H", "C", "H", "H", "H", "C", "H", "H", "H", "C", "O", "H", "C", "C", "C", "O", "B", "O", "C", "C", "C", "H", "H", "H", "H", "H", "H", "H", "H", "H", "H", "H", "H"], "positions_angstrom": [[0.291, -0.037, -2.361], [-1.462, -0.240, -1.703], [-1.655, 0.677, 2.208], [0.171, -2.512, -0.957], [-0.172, 2.296, -0.794], [1.273, 2.946, 0.113], [1.292, 4.039, 0.032], [1.194, 2.654, 1.170], [2.207, 2.534, -0.286], [-0.129, 3.329, -2.328], [-1.157, 3.607, -2.607], [0.452, 4.241, -2.125], [0.331, 2.781, -3.170], [-1.515, 3.079, 0.143], [-1.539, 2.692, 1.168], [-1.371, 4.168, 0.170], [-2.464, 2.855, -0.356], [0.010, -3.623, -2.414], [0.099, -4.662, -2.085], [-0.960, -3.478, -2.907], [0.805, -3.413, -3.145], [1.532, -3.255, -0.022], [1.337, -3.160, 1.052], [1.628, -4.313, -0.288], [2.476, -2.744, -0.241], [-1.250, -2.974, 0.100], [-2.086, -2.292, -0.093], [-1.568, -4.002, -0.120], [-0.967, -2.905, 1.159], [1.601, -0.124, -0.385], [2.293, -0.156, 0.556], [1.817, 0.471, -3.170], [-1.622, 1.975, 6.127], [-0.484, 1.899, 5.109], [0.509, 3.017, 5.394], [-1.074, 2.152, 3.819], [-0.913, 0.974, 3.106], [0.053, 0.105, 3.579], [0.191, 0.448, 4.972], [1.670, 0.380, 5.309], [-0.517, -0.657, 5.764], [-1.247, 1.794, 7.143], [-2.421, 1.251, 5.909], [-2.067, 2.978, 6.106], [0.007, 3.990, 5.341], [0.914, 2.904, 6.405], [1.334, 3.027, 4.671], [1.822, 0.545, 6.380], [2.057, -0.622, 5.079], [2.269, 1.096, 4.731], [-1.592, -0.713, 5.534], [-0.068, -1.624, 5.493], [-0.387, -0.525, 6.845]], "mulliken_charge": [0.504, -0.169, -0.123, 0.876, 0.942, -1.244, 0.472, 0.221, 0.386, -1.340, 0.388, 0.374, 0.384, -0.870, 0.027, 0.400, 0.354, -1.503, 0.415, 0.401, 0.463, -1.214, 0.367, 0.373, 0.363, -1.185, 0.310, 0.394, 0.365, 0.099, -0.142, -0.154, -1.692, 1.675, -1.944, -0.615, 0.718, -0.327, 1.477, -1.941, -1.926, 0.354, 0.335, 0.439, 0.509, 0.379, 0.275, 0.380, 0.467, 0.335, 0.342, 0.454, 0.373], "s_squared": 0.76, "spin_multiplicity": 2, "e_lumo_ev": [-3.93, -3.90], "total_charge": 1, "gap_ev": [6.6, 6.6], "e_above_lowest_ev": 0.000}

=====

(2)
{"formula": "C13H33Br6N7O14", "method": "ωB97M-V/def2-TZVPD", "symbols": ["Br", "C", "C", "Br", "H", "H", "H", "H", "Br", "C", "C", "Br", "H", "H", "H", "H", "Br", "C", "C", "Br", "H", "H", "H", "H", "C", "N", "O", "O", "H", "H", "H", "C", "N", "O", "O", "H", "H", "H", "C", "N", "O", "O", "H", "H", "H", "C", "N", "O", "O", "H", "H", "H", "C", "N", "O", "O", "H", "H", "H", "C", "N", "O", "O", "H", "H", "H", "C", "N", "O", "O", "H", "H", "H"], "positions_angstrom": [[-2.736, 23.539, -25.862], [-1.347, 24.120, -24.651], [-1.470, 25.571, -24.151], [0.205, 26.252, -23.427], [-0.395, 24.033, -25.174], [-1.274, 23.420, -23.819], [-2.211, 25.814, -23.389], [-1.733, 26.076, -25.080], [-2.753, 26.089, -28.126], [-2.921, 24.118, -28.254], [-2.384, 23.617, -29.611], [-2.355, 21.640, -29.581], [-3.993, 23.929, -28.196], [-2.471, 23.649, -27.379], [-1.407, 24.027, -29.869], [-3.072, 23.943, -30.391], [-0.394, 25.028, -18.647], [-0.308, 25.143, -20.615], [-0.559, 26.575, -21.100], [-2.532, 26.988, -21.182], [-0.916, 24.348, -21.048], [0.722, 24.893, -20.868], [-0.042, 26.865, -22.015], [-0.238, 27.371, -20.428], [-3.666, 21.901, -26.922], [-4.930, 22.261, -27.599], [-5.506, 21.508, -28.327], [-5.231, 23.472, -27.485], [-3.588, 22.495, -26.012], [-2.832, 22.180, -27.566], [-3.663, 20.820, -26.781], [-2.876, 27.910, -26.776], [-2.462, 28.388, -25.393], [-2.414, 29.574, -25.210], [-2.183, 27.513, -24.500], [-2.803, 26.823, -26.806], [-2.167, 28.251, -27.531], [-3.882, 28.250, -27.020], [-2.130, 21.424, -23.580], [-3.358, 20.577, -23.912], [-3.525, 19.513, -23.309], [-4.216, 21.017, -24.647], [-1.210, 20.872, -23.774], [-2.135, 21.634, -22.510], [-2.220, 22.313, -24.203], [-4.407, 23.993, -21.488], [-4.070, 23.647, -22.893], [-2.940, 23.643, -23.274], [-5.013, 23.174, -23.540], [-3.588, 24.299, -20.837], [-5.017, 23.171, -21.112], [-5.015, 24.892, -21.588], [1.027, 21.718, -21.755], [0.606, 22.754, -22.695], [1.299, 23.772, -22.904], [-0.533, 22.625, -23.140], [2.106, 21.644, -21.618], [0.653, 20.811, -22.230], [0.453, 21.822, -20.834], [2.184, 23.618, -25.073], [2.291, 23.610, -26.567], [1.884, 22.631, -27.177], [2.732, 24.642, -26.994], [2.322, 22.652, -24.587], [1.292, 24.118, -24.694], [3.000, 24.214, -24.665], [-0.197, 21.475, -27.170], [-0.565, 21.918, -25.793], [-1.418, 21.307, -25.146], [0.079, 22.776, -25.287], [-0.077, 20.394, -27.109], [0.767, 21.919, -27.420], [-1.006, 21.691, -27.867]], "mulliken_charge": [0.730, -0.092, 0.782, -0.102, 0.714, 0.801, -0.559, -0.131, -0.064, 0.833, -0.678, -0.196, 0.601, -0.984, 0.488, 0.526, -0.135, -0.271, -0.556, -0.158, -0.059, 0.380, 0.183, 0.631, 1.968, 1.151, -0.639, -0.632, -0.770, -2.730, 0.701, -0.736, 0.793, -0.570, -0.402, -0.054, 0.349, 0.334, -1.588, 1.455, -0.770, -0.616, 0.234, 0.632, -0.759, -1.141, 0.547, -0.030, -0.522, 0.321, 0.351, 0.318, -1.167, 1.173, -0.569, -0.389, 0.359, 0.351, 0.304, -0.125, 1.085, -0.614, -0.582, 0.334, -0.602, 0.519, 0.108, 0.564, -0.543, 0.007, 0.339, 0.209, -0.639], "e_lumo_ev": -1.62, "total_charge": 0, "gap_ev": 6.6, "e_above_lowest_ev": 34.955}

=====

(3)
{"formula": "C13H33ClFN3O3P", "method": "ωB97M-V/def2-TZVPD", "symbols": ["O", "P", "Cl", "C", "C", "C", "C", "N", "F", "C", "H", "H", "H", "H", "H", "H", "H", "H", "H", "H", "H", "C", "C", "C", "O", "C", "N", "H", "H", "H", "H", "H", "H", "H", "H", "H", "H", "H", "C", "C", "C", "O", "C", "N", "H", "H", "H", "H", "H", "H", "H", "H", "H", "H", "H"], "positions_angstrom": [[-6.551, -2.513, -0.901], [-5.863, -3.925, -1.334], [-5.739, -3.779, -3.387], [-4.099, -3.398, -0.985], [-3.911, -1.894, -0.781], [-2.423, -1.583, -0.484], [-1.538, -2.812, -0.303], [-2.171, -3.906, 0.506], [-1.548, -5.088, 0.142], [-3.646, -4.067, 0.305], [-7.409, -2.437, -1.328], [-3.528, -3.766, -1.840], [-4.499, -1.620, 0.095], [-4.287, -1.303, -1.609], [-2.312, -0.880, 0.341], [-2.014, -1.065, -1.353], [-1.212, -3.257, -1.239], [-0.630, -2.528, 0.229], [-1.966, -3.812, 1.502], [-3.912, -5.120, 0.368], [-4.113, -3.530, 1.134], [0.362, 4.084, 0.291], [-1.076, 3.898, 0.765], [-1.233, 2.819, 1.845], [-1.176, 1.484, 1.357], [0.127, 0.963, 1.188], [-1.933, 3.661, -0.399], [0.683, 3.273, -0.364], [0.450, 5.009, -0.277], [1.053, 4.138, 1.134], [-1.397, 4.838, 1.221], [-2.223, 2.920, 2.294], [-0.498, 2.955, 2.647], [0.822, 1.319, 1.953], [0.526, 1.197, 0.198], [0.056, -0.125, 1.271], [-2.907, 3.646, -0.110], [-1.750, 2.720, -0.738], [6.369, 0.874, 0.562], [5.601, 1.644, -0.507], [4.080, 1.632, -0.301], [3.443, 0.417, -0.665], [3.452, -0.592, 0.322], [5.995, 1.147, -1.826], [6.281, -0.204, 0.426], [7.428, 1.120, 0.509], [6.014, 1.125, 1.564], [5.911, 2.691, -0.445], [3.640, 2.393, -0.950], [3.821, 1.897, 0.733], [3.358, -0.169, 1.328], [4.351, -1.209, 0.271], [2.590, -1.235, 0.131], [5.576, 1.724, -2.550], [5.577, 0.230, -1.957]], "mulliken_charge": [-0.440, 0.217, -0.225, 0.003, -0.924, -0.246, -0.956, 0.388, -0.167, -0.921, 0.318, 0.500, 0.363, 0.396, 0.180, 0.421, 0.348, 0.543, 0.437, 0.422, 0.349, -1.395, 0.362, -0.785, -0.316, -0.713, -0.703, 0.227, 0.403, 0.344, 0.436, 0.328, 0.390, 0.410, 0.297, 0.157, 0.278, 0.276, -1.419, 0.277, -0.531, -0.431, -0.549, -0.706, 0.279, 0.359, 0.341, 0.428, 0.301, 0.368, 0.308, 0.297, 0.097, 0.276, 0.302], "e_lumo_ev": -3.26, "total_charge": 1, "gap_ev": 7.7}

=====

(4)
{"formula": "C13H34ClIN3OP2Sn", "method": "ωB97M-V/def2-TZVPD", "symbols": ["C", "C", "H", "H", "H", "O", "I", "Sn", "P", "C", "C", "H", "H", "H", "H", "H", "H", "C", "H", "H", "H", "P", "C", "C", "H", "H", "H", "C", "H", "H", "H", "H", "H", "H", "Cl", "C", "N", "C", "C", "N", "N", "C", "C", "H", "H", "H", "H", "H", "H", "H", "H", "H", "H", "H", "H", "H"], "positions_angstrom": [[-0.278, -1.217, -3.247], [0.721, -1.471, -2.244], [-0.229, -1.616, -4.313], [-0.410, -0.100, -3.280], [-1.257, -1.625, -2.835], [1.831, -1.791, -1.818], [-1.345, 0.864, 2.018], [-3.203, 0.899, -2.634], [-2.172, -1.776, -0.349], [-1.331, -2.747, 1.013], [-3.837, -1.910, 0.509], [-4.017, -2.965, 0.686], [-2.866, -3.992, -0.959], [-4.607, -1.421, -0.095], [-3.031, -2.907, -2.345], [-1.448, -2.209, 1.953], [-3.701, -1.364, 1.451], [-2.396, -3.199, -1.508], [-1.802, -3.718, 1.050], [-1.433, -3.538, -1.884], [-0.272, -2.855, 0.775], [-0.175, 2.274, -1.907], [1.452, 2.834, -1.150], [0.137, 2.345, -3.744], [-2.080, 3.831, -2.063], [-0.476, 4.710, -2.199], [-1.086, 4.098, -0.600], [-1.050, 3.936, -1.688], [-0.790, 2.143, -4.286], [0.513, 3.310, -4.034], [1.914, 3.598, -1.757], [2.112, 1.969, -1.091], [0.849, 1.569, -4.020], [1.245, 3.192, -0.141], [-5.094, 1.037, -3.748], [3.215, -1.470, 0.821], [2.601, -0.710, 1.851], [3.255, -0.435, 3.154], [1.444, -0.031, 1.700], [0.748, -0.139, 0.605], [1.307, 0.662, 2.909], [0.426, -0.020, 3.906], [1.249, 2.129, 2.788], [4.186, -1.871, 1.156], [3.456, -0.975, -0.121], [2.733, -2.357, 0.423], [3.541, 0.626, 3.409], [2.640, -0.681, 4.065], [4.189, -1.006, 3.286], [1.144, -0.877, 0.058], [0.278, 0.496, 4.852], [-0.657, 0.016, 3.579], [0.459, -1.133, 3.850], [0.255, 2.427, 2.202], [1.125, 2.504, 3.841], [2.017, 2.659, 2.154]], "mulliken_charge": [0.994, 0.861, 0.441, -0.720, -0.664, -0.208, 0.176, 1.347, 0.199, -1.189, -1.092, 0.427, 0.515, 0.394, 0.404, 0.301, 0.344, -1.426, 0.568, 0.455, 0.263, 0.231, -1.143, -1.194, 0.364, 0.403, 0.335, -1.135, 0.338, 0.436, 0.528, 0.273, 0.418, 0.219, -0.199, -1.065, 0.373, -0.719, -0.029, 0.252, -0.038, -0.630, -0.683, 0.298, 0.407, 0.386, 0.312, 0.269, 0.323, -0.661, 0.507, 0.063, 0.483, 0.168, 0.380, 0.339], "e_lumo_ev": [-12.12, -12.15], "total_charge": 3, "gap_ev": [5.3, 5.2], "e_above_lowest_ev": 7.285}

=====

(5)
{"formula": "C13H34ClN2O5", "method": "ωB97M-V/def2-TZVPD", "symbols": ["Cl", "C", "O", "C", "C", "N", "C", "C", "O", "C", "H", "H", "H", "H", "H", "H", "H", "H", "H", "H", "H", "H", "H", "H", "H", "C", "O", "C", "C", "N", "C", "C", "O", "C", "H", "H", "H", "H", "H", "H", "H", "H", "H", "H", "H", "H", "H", "H", "H", "C", "O", "H", "H", "H", "H"], "positions_angstrom": [[-2.230, -2.071, -0.404], [-2.520, -4.584, 4.577], [-2.437, -4.095, 3.270], [-1.191, -4.350, 2.650], [-0.095, -3.396, 3.087], [-0.296, -2.059, 2.583], [0.665, -1.113, 3.127], [0.412, 0.268, 2.561], [-0.908, 0.676, 2.898], [-1.045, 2.048, 2.745], [-1.902, -5.468, 4.772], [-3.552, -4.910, 4.757], [-2.319, -3.798, 5.316], [-1.320, -4.332, 1.566], [-0.884, -5.385, 2.875], [0.854, -3.848, 2.715], [0.036, -3.432, 4.175], [-0.153, -2.118, 1.576], [1.688, -1.428, 2.845], [0.581, -1.151, 4.216], [0.463, 0.167, 1.471], [1.138, 0.982, 2.964], [-0.543, 2.605, 3.557], [-2.100, 2.322, 2.804], [-0.654, 2.455, 1.804], [2.817, -0.533, -0.318], [1.923, 0.490, -0.702], [0.852, -0.006, -1.525], [0.116, 1.163, -2.108], [1.004, 2.115, -2.775], [0.349, 3.382, -3.004], [1.330, 4.395, -3.561], [2.471, 4.569, -2.748], [2.395, 5.647, -1.858], [2.293, -1.368, 0.155], [3.496, -0.044, 0.381], [3.418, -0.885, -1.165], [0.155, -0.508, -0.847], [1.290, -0.659, -2.286], [-0.395, 1.683, -1.273], [-0.738, 0.895, -2.733], [1.805, 2.268, -2.172], [-0.160, 3.798, -2.118], [-0.399, 3.246, -3.794], [0.807, 5.339, -3.773], [1.700, 4.042, -4.528], [1.536, 5.570, -1.181], [2.331, 6.614, -2.377], [3.321, 5.651, -1.284], [-2.453, -1.693, -4.809], [-3.411, -2.236, -3.921], [-2.174, -0.665, -4.560], [-1.537, -2.299, -4.750], [-2.820, -1.768, -5.831], [-3.010, -2.191, -3.041]], "mulliken_charge": [-0.828, -0.774, -0.324, -0.639, -0.599, 0.012, -0.913, 0.147, -0.312, -0.760, 0.347, 0.239, 0.239, 0.331, 0.436, 0.312, 0.439, -0.116, 0.304, 0.460, -0.147, 0.425, 0.316, 0.272, 0.220, -0.807, -0.284, -0.097, -0.568, -0.426, -0.559, -0.631, -0.334, -0.692, 0.268, 0.250, 0.337, 0.005, 0.476, 0.106, 0.346, 0.332, 0.317, 0.313, 0.413, 0.346, 0.284, 0.293, 0.243, -0.464, -0.487, 0.144, 0.220, 0.274, 0.293], "e_lumo_ev": 2.64, "total_charge": -1, "gap_ev": 7.0, "e_above_lowest_ev": 0.000}

=====

(6)
{"formula": "C13H38N2O6", "method": "ωB97M-V/def2-TZVPD", "symbols": ["N", "C", "N", "O", "H", "H", "H", "H", "C", "C", "C", "O", "H", "H", "H", "H", "H", "H", "H", "H", "C", "C", "C", "O", "H", "H", "H", "H", "H", "H", "H", "H", "C", "C", "O", "H", "H", "H", "H", "H", "H", "C", "C", "O", "H", "H", "H", "H", "H", "H", "C", "C", "O", "H", "H", "H", "H", "H", "H"], "positions_angstrom": [[-2.738, -21.056, -26.296], [-1.943, -21.740, -25.403], [-0.862, -21.046, -24.928], [-2.209, -22.875, -25.042], [-2.525, -20.114, -26.569], [-3.505, -21.505, -26.758], [-0.483, -20.281, -25.456], [-0.302, -21.534, -24.255], [5.480, -22.833, -30.140], [5.291, -24.261, -29.652], [4.876, -24.263, -28.188], [4.252, -24.888, -30.441], [6.397, -22.386, -29.757], [4.620, -22.254, -29.798], [5.521, -22.840, -31.231], [6.211, -24.838, -29.777], [3.985, -23.632, -28.104], [5.652, -23.669, -27.688], [4.688, -25.247, -27.777], [3.921, -24.206, -31.032], [-1.665, -23.091, -29.938], [-0.646, -22.798, -28.871], [0.525, -23.773, -28.906], [-0.043, -21.505, -29.025], [-1.264, -23.060, -30.953], [-2.529, -22.416, -29.941], [-2.052, -24.098, -29.766], [-1.091, -22.888, -27.875], [1.238, -23.528, -29.693], [0.227, -24.818, -28.891], [1.091, -23.609, -27.980], [-0.726, -20.829, -28.960], [2.317, -14.781, -29.025], [2.405, -15.986, -28.109], [1.277, -16.076, -27.236], [1.431, -14.891, -29.660], [3.168, -14.695, -29.700], [2.185, -13.870, -28.444], [3.332, -15.931, -27.523], [2.476, -16.926, -28.655], [1.460, -15.536, -26.464], [7.880, -21.621, -25.584], [8.605, -22.131, -26.792], [8.424, -21.160, -27.822], [6.820, -21.457, -25.788], [8.249, -20.619, -25.337], [7.996, -22.240, -24.697], [8.184, -23.076, -27.152], [9.663, -22.283, -26.553], [8.969, -21.392, -28.579], [3.939, -20.002, -26.576], [2.859, -20.306, -27.569], [1.739, -20.846, -26.873], [4.835, -19.661, -27.108], [4.238, -20.849, -25.959], [3.690, -19.179, -25.900], [3.270, -21.065, -28.247], [2.564, -19.403, -28.106], [0.973, -20.898, -27.462]], "mulliken_charge": [-0.382, 0.685, -0.407, -0.646, 0.175, 0.213, 0.172, 0.216, -1.374, 0.486, -0.475, -0.558, 0.257, 0.314, 0.483, 0.220, -0.129, 0.023, 0.389, 0.308, -1.485, 1.127, -1.384, -0.564, 0.348, 0.396, 0.374, -0.210, 0.306, 0.469, 0.259, 0.276, -0.991, -0.129, -0.517, 0.267, 0.328, 0.285, 0.294, 0.155, 0.302, -0.877, -0.077, -0.543, 0.001, 0.331, 0.364, 0.212, 0.337, 0.283, -1.418, 0.904, -0.494, 0.422, 0.289, 0.364, -0.308, 0.013, 0.322], "smiles": "NC(N)=O.CC(C)O.CC(C)O.CCO.CCO.CCO", "e_lumo_ev": 0.38, "total_charge": 0, "gap_ev": 10.2, "e_above_lowest_ev": 0.000}

=====

Which E belongs to each record? In order, -52333.45102; -473312.84157; -49149.05618; -65546.18307; -39771.57439; -29362.42939 eV.